This record from the Open Molecules 2025 dataset describes a single C23H28N2O6S molecule. The level of theory is the ωB97M-V functional and the def2-TZVPD basis.

```
60
Properties=species:S:1:pos:R:3:mulliken_charge:R:1
C -3.638 -1.630 -1.890 -0.587
C -3.269 -0.301 -2.540 -0.565
O -3.246 0.767 -1.609 -0.575
C -2.303 0.788 -0.637 0.528
C -1.117 0.066 -0.643 0.014
C -0.199 0.194 0.392 -0.184
C 1.037 -0.681 0.397 -0.980
C 1.739 -0.704 -0.937 -0.443
C 2.529 0.476 -1.292 -0.187
O 3.166 0.613 -2.312 -0.670
O 2.437 1.415 -0.334 0.128
C 3.175 2.618 -0.502 -1.109
C 4.280 2.735 0.555 0.737
C 3.676 2.772 1.957 -1.265
C 5.276 1.586 0.421 -1.384
C 1.569 -1.765 -1.765 1.056
C 2.223 -1.936 -3.091 -1.299
N 0.690 -2.768 -1.431 -0.500
C 0.253 -2.877 -0.234 0.088
S -0.912 -4.146 0.030 -0.100
C -1.159 -3.966 1.830 -0.589
C 0.183 -3.731 2.497 -1.061
C 0.702 -2.356 2.135 0.804
O 1.133 -1.574 2.949 -0.585
N 0.641 -2.044 0.799 0.420
C -0.450 1.060 1.444 -0.298
C -1.628 1.787 1.467 -1.037
C -2.548 1.646 0.447 0.754
O -3.732 2.377 0.484 -0.488
C -4.889 1.689 0.517 0.777
C -6.056 2.625 0.365 -1.210
O -4.962 0.500 0.662 -0.546
H -2.825 -2.006 -1.273 -0.029
H -3.859 -2.365 -2.658 0.410
H -4.512 -1.491 -1.259 0.249
H -4.043 -0.005 -3.252 0.391
H -2.314 -0.371 -3.075 0.330
H -0.895 -0.600 -1.462 0.557
H 1.722 -0.325 1.173 1.006
H 2.460 3.440 -0.398 0.348
H 3.604 2.630 -1.510 0.466
H 4.800 3.681 0.363 0.332
H 4.459 2.869 2.704 0.438
H 2.993 3.612 2.058 0.360
H 3.124 1.855 2.149 0.113
H 4.789 0.637 0.639 0.149
H 6.100 1.716 1.117 0.458
H 5.677 1.541 -0.589 0.380
H 1.835 -2.830 -3.569 0.392
H 2.046 -1.063 -3.715 0.291
H 3.301 -2.019 -2.968 0.296
H -1.619 -4.896 2.160 0.440
H -1.848 -3.139 2.008 0.374
H 0.091 -3.775 3.583 0.373
H 0.901 -4.492 2.179 0.316
H 0.260 1.151 2.249 0.502
H -1.851 2.458 2.281 0.472
H -6.955 2.158 0.754 0.353
H -6.190 2.832 -0.695 0.251
H -5.854 3.562 0.876 0.338
```

## Properties
**E_HOMO**: -8.481 eV
**SMILES**: CCOc1cc([C@@H]2C(C(=O)OCC(C)C)=C(C)N=C3SCCC(=O)N32)ccc1OC(C)=O
**Molecular weight**: 460.55 Da
**Total energy**: -50407.102 eV
**F_max**: 0.973 eV/Å
**HOMO-LUMO gap**: 8.38 eV